[1]
DFT (the ωB97M-V functional and the def2-TZVPD basis) results for a single C4H9N molecule in a non-equilibrium geometry.

Geometry as XYZ:
```
14
Properties=species:S:1:pos:R:3:nbo_charge:R:1
N 2.123 0.361 0.180 -0.832
C 1.015 -0.574 -0.088 -0.213
C -0.284 -0.116 0.529 -0.231
C -1.186 0.906 -0.082 -0.429
C -1.633 -0.513 -0.041 -0.422
H 2.976 -0.059 -0.179 0.356
H 1.975 1.256 -0.300 0.357
H 0.755 -0.696 -1.149 0.155
H 1.247 -1.578 0.255 0.195
H -0.233 -0.053 1.630 0.213
H -1.722 1.624 0.569 0.216
H -1.003 1.343 -1.051 0.210
H -2.395 -0.794 0.698 0.216
H -1.635 -1.106 -0.971 0.212
```

Results
E_LUMO ... 1.21 eV
DFT total energy ... -5783.011 eV
Orbital gap ... 10.532 eV



[2]
DFT (the ωB97M-V functional and the def2-TZVPD basis) results for a single C23H32N2O3 molecule.

Geometry as XYZ:
```
60
Properties=species:S:1:pos:R:3:nbo_charge:R:1
C -3.598 4.654 -2.770 -0.250
O -2.730 3.608 -3.128 -0.506
C -1.527 3.503 -2.484 0.237
C -1.064 4.443 -1.573 -0.288
C 0.182 4.306 -0.984 -0.232
C 0.980 3.228 -1.305 -0.226
C 0.535 2.264 -2.201 -0.068
C 1.404 1.060 -2.454 -0.240
N 1.503 0.301 -1.216 -0.455
C 2.607 -0.634 -1.172 -0.236
C 2.717 -1.182 0.258 -0.216
N 1.489 -1.780 0.741 -0.475
C 1.299 -3.160 0.342 -0.199
C 1.730 -4.097 1.488 -0.425
C 0.879 -3.833 2.693 -0.023
C -0.297 -4.540 2.903 -0.174
C -1.116 -4.246 3.979 -0.227
C -0.772 -3.232 4.856 -0.227
C 0.398 -2.519 4.653 -0.203
C 1.218 -2.820 3.581 -0.210
C 0.347 -0.898 0.548 -0.030
C 0.422 0.279 1.530 -0.441
C -0.929 0.949 1.783 -0.053
O -1.459 1.629 0.668 -0.732
C 0.271 -0.396 -0.899 -0.256
C -0.727 2.381 -2.786 0.319
O -1.089 1.392 -3.660 -0.526
C -2.437 0.970 -3.697 -0.243
H -4.498 4.502 -3.363 0.200
H -3.171 5.634 -3.011 0.176
H -3.854 4.617 -1.706 0.181
H -1.668 5.300 -1.325 0.220
H 0.523 5.053 -0.284 0.216
H 1.954 3.108 -0.856 0.219
H 2.409 1.393 -2.727 0.205
H 0.997 0.463 -3.283 0.198
H 3.531 -0.114 -1.434 0.200
H 2.467 -1.468 -1.888 0.157
H 3.516 -1.925 0.314 0.200
H 2.974 -0.355 0.925 0.198
H 0.243 -3.344 0.127 0.197
H 1.871 -3.413 -0.561 0.181
H 1.624 -5.132 1.160 0.209
H 2.779 -3.907 1.721 0.208
H -0.574 -5.331 2.219 0.199
H -2.026 -4.808 4.133 0.210
H -1.412 -3.000 5.695 0.211
H 0.671 -1.727 5.336 0.209
H 2.130 -2.264 3.421 0.216
H -0.555 -1.475 0.781 0.205
H 1.118 1.023 1.140 0.213
H 0.797 -0.099 2.482 0.223
H -0.824 1.649 2.627 0.156
H -1.680 0.201 2.054 0.172
H -0.788 2.241 0.338 0.475
H -0.569 0.288 -1.004 0.232
H 0.109 -1.252 -1.581 0.163
H -2.417 -0.026 -4.142 0.186
H -3.052 1.631 -4.310 0.189
H -2.861 0.909 -2.692 0.181
```

Results
E_LUMO ... 0.83 eV
DFT total energy ... -33491.942 eV
Orbital gap ... 8.675 eV



[3]
DFT (the ωB97M-V functional and the def2-TZVPD basis) results for 2 unconnected molecules or ions with the total composition C44H46N3O2 in a non-equilibrium geometry.

Geometry as XYZ:
```
95
Properties=species:S:1:pos:R:3:mulliken_charge:R:1
C -0.958 3.371 -2.150 -0.556
O -0.421 2.089 -1.756 -0.279
C -0.492 1.709 -0.515 -0.011
C 0.060 0.466 -0.103 0.842
C -0.087 0.107 1.259 -0.632
C 0.424 -1.095 1.713 -0.706
C 1.096 -1.962 0.839 1.061
C 1.636 -3.260 1.359 -1.402
C 1.253 -1.600 -0.510 -0.611
C 0.750 -0.409 -0.995 -0.644
H -0.727 3.453 -3.213 0.274
H -2.047 3.397 -1.990 0.218
H -0.480 4.187 -1.586 0.346
H -0.956 2.383 0.225 0.443
H -0.602 0.810 1.912 0.414
H 0.309 -1.381 2.759 0.430
H 2.121 -3.829 0.562 0.361
H 2.370 -3.095 2.157 0.348
H 0.835 -3.880 1.781 0.350
H 1.786 -2.286 -1.174 0.316
H 0.872 -0.117 -2.037 0.454
C -3.756 2.556 1.678 -1.380
C -5.154 2.264 1.213 1.370
C -5.512 2.425 -0.125 -1.130
C -6.808 2.140 -0.580 1.295
C -7.107 2.410 -2.022 -2.196
C -7.741 1.663 0.346 -1.255
N -9.045 1.296 -0.105 1.615
C -9.378 0.285 -0.975 0.074
C -8.484 -0.447 -1.889 0.013
C -7.351 -1.215 -1.384 0.330
C -6.469 -1.828 -2.406 -2.154
C -7.129 -1.403 0.018 0.720
C -8.184 -1.685 0.919 0.406
C -7.916 -2.055 2.235 -0.885
C -6.605 -2.035 2.718 -0.542
C -5.552 -1.690 1.865 -0.738
C -5.795 -1.421 0.527 -0.794
O -8.715 -0.402 -3.122 -0.824
N -10.711 0.331 -1.126 1.333
C -11.575 -0.335 -2.046 0.172
C -11.556 -1.735 -2.191 1.468
C -10.733 -2.641 -1.341 -1.138
C -12.403 -2.312 -3.142 -1.423
C -13.296 -1.544 -3.887 0.576
C -14.197 -2.213 -4.881 -1.513
C -13.334 -0.162 -3.675 -1.183
C -12.488 0.461 -2.756 0.889
C -12.587 1.934 -2.559 -1.310
N -11.265 1.260 -0.259 -1.165
C -10.255 1.841 0.337 0.587
C -10.367 2.916 1.309 -0.036
C -11.440 2.825 2.226 -0.685
C -11.510 3.718 3.292 -0.687
C -10.567 4.747 3.409 -0.429
C -9.553 4.893 2.451 -0.724
C -9.463 4.002 1.384 0.159
C -7.422 1.530 1.706 1.772
C -8.378 1.052 2.755 -2.446
C -6.119 1.835 2.117 -0.791
H -3.703 2.531 2.772 0.381
H -3.039 1.819 1.292 -0.014
H -3.425 3.547 1.343 0.449
H -4.779 2.802 -0.843 0.542
H -8.174 2.521 -2.237 0.194
H -6.612 3.351 -2.313 0.697
H -6.699 1.631 -2.683 0.301
H -5.782 -2.543 -1.936 0.451
H -7.071 -2.358 -3.161 0.336
H -5.880 -1.056 -2.926 0.296
H -9.214 -1.667 0.548 0.076
H -8.746 -2.338 2.886 0.431
H -6.407 -2.287 3.759 0.368
H -4.529 -1.637 2.242 0.446
H -4.978 -1.171 -0.162 0.447
H -11.019 -3.680 -1.547 0.531
H -9.659 -2.561 -1.559 0.129
H -10.897 -2.465 -0.271 0.304
H -12.377 -3.394 -3.279 0.390
H -14.895 -1.500 -5.324 0.365
H -13.621 -2.670 -5.695 0.319
H -14.781 -3.015 -4.415 0.346
H -14.046 0.450 -4.231 0.289
H -13.319 2.325 -3.274 0.429
H -12.929 2.179 -1.548 0.264
H -11.640 2.460 -2.732 0.213
H -12.169 2.023 2.094 0.430
H -12.310 3.604 4.026 0.404
H -10.635 5.451 4.242 0.396
H -8.829 5.706 2.539 0.411
H -8.698 4.127 0.614 0.426
H -7.846 0.403 3.464 0.622
H -8.800 1.886 3.336 0.400
H -9.205 0.469 2.338 0.264
H -5.860 1.713 3.172 0.303
```

Results
Net charge ... +1
E_LUMO ... -5.28 eV
DFT total energy ... -54932.158 eV
Orbital gap ... 2.403 eV



[4]
DFT (the ωB97M-V functional and the def2-TZVPD basis) results for 2 unconnected molecules or ions with the total composition C18H23FN2O3 in a non-equilibrium geometry.

Geometry as XYZ:
```
47
Properties=species:S:1:pos:R:3:nbo_charge:R:1
C 1.922 -1.908 0.615 -0.641
C 2.868 -0.732 1.153 -0.414
C 3.245 0.389 0.068 -0.422
C 2.019 0.910 -0.827 -0.451
C 0.792 1.505 0.040 0.197
C 0.891 2.918 0.686 -0.010
N -0.104 3.573 1.469 -0.361
C -1.227 2.685 1.613 0.081
C -2.437 3.209 2.495 -0.199
C -3.692 2.359 2.766 -0.221
C -3.845 0.923 2.131 -0.050
C -5.104 -0.040 2.319 0.177
F -4.613 -1.214 3.050 -0.389
C -5.657 -0.482 0.865 -0.432
C -6.983 -1.406 0.949 -0.632
C -2.678 0.415 1.257 -0.224
C -1.374 1.274 0.998 0.216
N -0.358 0.674 0.175 -0.426
H 0.872 -1.583 0.308 0.227
H 1.786 -2.649 1.498 0.210
H 2.359 -2.524 -0.243 0.208
H 3.868 -1.233 1.462 0.213
H 2.484 -0.224 2.115 0.208
H 3.630 1.308 0.664 0.196
H 4.135 0.081 -0.609 0.256
H 1.626 0.109 -1.566 0.233
H 2.406 1.767 -1.497 0.218
H 1.873 3.500 0.515 0.215
H -2.395 4.245 2.998 0.240
H -4.559 2.712 3.425 0.229
H -5.917 0.414 2.988 0.191
H -5.952 0.472 0.278 0.225
H -4.836 -1.027 0.272 0.222
H -6.917 -2.153 0.067 0.218
H -7.080 -1.966 1.951 0.224
H -7.936 -0.786 0.820 0.210
H -2.718 -0.641 0.793 0.240
O 5.773 -0.692 -1.377 -0.572
C 5.410 -1.048 -2.463 0.970
O 4.167 -1.530 -2.738 -0.484
C 4.058 -1.621 -4.151 -0.102
C 5.485 -1.724 -4.595 -0.102
O 6.188 -1.022 -3.579 -0.479
H 3.467 -2.492 -4.440 0.207
H 3.567 -0.718 -4.527 0.186
H 5.842 -2.758 -4.621 0.187
H 5.653 -1.267 -5.571 0.206
```

Results
E_LUMO ... -0.65 eV
DFT total energy ... -30873.075 eV
Orbital gap ... 7.826 eV